Here is a cluster of 2 separate species, C4H8NO in total at a distorted geometry from OMol25. Energies are from wB97M-V/def2-TZVPD.

Values from the calculation:
**E**: -7802.331 eV
**Kohn-Sham gap**: 9.1 eV
**Lowest unoccupied orbital energy**: -5.2282 eV
**Net charge**: +1
**Relative energy (zero: lowest compared OMol25 entry of this formula, charge and spin)**: 5.7721 eV

Each atom is followed by the atoms it is bonded to, with distances in Å.
Cartesian coordinates (Å):
1 C -1.28 1.09 0.28  C2 1.444, C3 1.596, H7 1.075, H8 1.168
2 C -1.71 0.14 -0.72  C1 1.444, C3 1.762, O6 1.330, H9 1.173
3 C -0.90 -0.39 0.75  C1 1.596, C2 1.762, O6 1.411
4 C 1.68 0.00 0.20  N5 1.436, H10 1.142, H11 1.093, H12 1.157
5 N 0.74 -0.99 -0.26  C4 1.436, H13 1.034, H14 0.982
6 O -2.01 -0.91 0.05  C2 1.330, C3 1.411
7 H -0.40 1.70 0.20  C1 1.075
8 H -2.07 1.45 1.07  C1 1.168
9 H -1.61 -0.01 -1.88  C2 1.173
10 H 1.52 1.08 -0.15  C4 1.142
11 H 1.67 0.22 1.27  C4 1.093
12 H 2.75 -0.44 0.16  C4 1.157
13 H 0.85 -1.87 0.27  N5 1.034
14 H 0.77 -1.09 -1.24  N5 0.982



Here is an isolated molecule of C24H23N3O4S at a distorted geometry from OMol25. Energies are from wB97M-V/def2-TZVPD.

Values from the calculation:
**SMILES**: CCCCCOc1ccc(/C=c2\sc3nc(=O)c(-c4ccccc4)nn3c2=O)cc1OC
**E**: -48755.720 eV
**Kohn-Sham gap**: 7.4 eV
**Lowest unoccupied orbital energy**: -0.9793 eV
**Relative energy (zero: lowest compared OMol25 entry of this formula, charge and spin)**: 3.6612 eV

Each atom is followed by the atoms it is bonded to, with distances in Å.
Cartesian coordinates (Å):
1 C -0.45 2.19 -8.32  C2 1.524, H53 1.087, H54 1.088, H55 1.087
2 C -0.58 2.93 -6.99  C1 1.524, C3 1.530, H51 1.092, H52 1.092
3 C -2.00 2.91 -6.42  C2 1.530, C4 1.530, H49 1.092, H50 1.091
4 C -2.51 1.53 -6.01  C3 1.530, C5 1.526, H47 1.092, H48 1.090
5 C -1.81 0.96 -4.78  C4 1.526, O6 1.417, H45 1.097, H46 1.098
6 O -2.14 1.77 -3.67  C5 1.417, C7 1.356
7 C -1.69 1.44 -2.44  O6 1.356, C8 1.395, C12 1.416
8 C -0.87 0.34 -2.19  C7 1.395, C9 1.378, H44 1.078
9 C -0.46 0.00 -0.92  C8 1.378, C10 1.397, H43 1.077
10 C -0.86 0.76 0.18  C9 1.397, C11 1.401, C19 1.432
11 C -1.66 1.88 -0.07  C10 1.401, C12 1.385, H18 1.079
12 C -2.08 2.24 -1.34  C7 1.416, C11 1.385, O13 1.360
13 O -2.87 3.35 -1.37  C12 1.360, C14 1.411
14 C -3.15 4.02 -2.58  O13 1.411, H15 1.092, H16 1.091, H17 1.090
15 H -2.23 4.28 -3.12  C14 1.092
16 H -3.80 3.44 -3.24  C14 1.091
17 H -3.66 4.94 -2.29  C14 1.090
18 H -1.99 2.51 0.75  C11 1.079
19 C -0.50 0.47 1.54  C10 1.432, C20 1.353, H42 1.086
20 C 0.22 -0.54 2.06  C19 1.353, C21 1.467, S41 1.765
21 C 0.43 -0.61 3.52  C20 1.467, O22 1.203, N23 1.402
22 O 0.02 0.17 4.34  C21 1.203
23 N 1.19 -1.75 3.81  C21 1.402, C24 1.365, N29 1.342
24 C 1.56 -2.54 2.76  N23 1.365, N25 1.276, S41 1.744
25 N 2.22 -3.63 2.88  C24 1.276, C26 1.391
26 C 2.57 -4.08 4.15  N25 1.391, O27 1.207, C28 1.499
27 O 3.05 -5.18 4.30  C26 1.207
28 C 2.29 -3.11 5.25  C26 1.499, N29 1.292, C30 1.460
29 N 1.61 -2.03 5.05  N23 1.342, C28 1.292
30 C 2.74 -3.36 6.62  C28 1.460, C31 1.399, C35 1.395
31 C 2.10 -2.69 7.67  C30 1.399, C32 1.379, H40 1.079
32 C 2.51 -2.90 8.98  C31 1.379, C33 1.387, H39 1.080
33 C 3.55 -3.77 9.25  C32 1.387, C34 1.385, H38 1.080
34 C 4.19 -4.42 8.21  C33 1.385, C35 1.383, H37 1.080
35 C 3.79 -4.23 6.90  C30 1.395, C34 1.383, H36 1.078
36 H 4.30 -4.74 6.10  C35 1.078
37 H 5.01 -5.10 8.43  C34 1.080
38 H 3.86 -3.93 10.27  C33 1.080
39 H 2.00 -2.38 9.78  C32 1.080
40 H 1.29 -2.02 7.44  C31 1.079
41 S 1.02 -1.88 1.24  C20 1.765, C24 1.744
42 H -0.88 1.17 2.28  C19 1.086
43 H 0.18 -0.86 -0.79  C9 1.077
44 H -0.54 -0.27 -3.01  C8 1.078
45 H -0.72 0.95 -4.93  C5 1.097
46 H -2.15 -0.07 -4.61  C5 1.098
47 H -3.58 1.61 -5.78  C4 1.092
48 H -2.39 0.83 -6.83  C4 1.090
49 H -2.68 3.32 -7.17  C3 1.092
50 H -2.04 3.57 -5.54  C3 1.091
51 H 0.12 2.50 -6.27  C2 1.092
52 H -0.29 3.97 -7.13  C2 1.092
53 H -0.63 1.13 -8.20  C1 1.087
54 H -1.17 2.59 -9.03  C1 1.088
55 H 0.55 2.32 -8.72  C1 1.087



Here is an isolated molecule of C20H26N2O3S at a distorted geometry from OMol25. Energies are from wB97M-V/def2-TZVPD.

Values from the calculation:
**SMILES**: Cc1ccc(NC(=O)CCCCCNS(=O)(=O)c2ccc(C)cc2)cc1
**E**: -41101.109 eV
**Kohn-Sham gap**: 8.5 eV
**Lowest unoccupied orbital energy**: 0.0851 eV
**Relative energy (zero: lowest compared OMol25 entry of this formula, charge and spin)**: 20.2577 eV

Each atom is followed by the atoms it is bonded to, with distances in Å.
Cartesian coordinates (Å):
1 C 4.21 1.64 -0.33  C2 1.581, H50 1.216, H51 1.044, H52 1.233
2 C 2.77 1.25 -0.85  C1 1.581, C3 1.386, C7 1.460
3 C 2.45 0.10 -1.54  C2 1.386, C4 1.274, H49 1.189
4 C 1.31 -0.09 -2.07  C3 1.274, C5 1.221, H48 1.128
5 C 0.41 0.71 -1.87  C4 1.221, C6 1.611, N10 1.478
6 C 0.62 2.02 -0.96  C5 1.611, C7 1.398, H9 1.008
7 C 1.90 2.38 -0.52  C2 1.460, C6 1.398, H8 0.918
8 H 2.10 2.93 0.18  C7 0.918
9 H -0.16 2.53 -0.59  C6 1.008
10 N -1.04 0.63 -2.20  C5 1.478, C11 1.233, H47 1.032
11 C -1.58 -0.34 -2.71  N10 1.233, O12 1.369, C13 1.472
12 O -0.80 -1.31 -3.28  C11 1.369
13 C -2.95 -0.30 -3.26  C11 1.472, H14 0.931, C15 1.697, H46 1.167
14 H -3.41 -0.84 -3.87  C13 0.931
15 C -3.69 -0.83 -1.83  C13 1.697, H16 1.242, H17 1.211, C18 1.324
16 H -3.36 -0.01 -0.95  C15 1.242
17 H -4.81 -0.44 -2.06  C15 1.211
18 C -3.54 -2.13 -1.61  C15 1.324, C19 1.676, H44 1.190, H45 1.066
19 C -3.63 -2.72 -0.05  C18 1.676, H20 0.870, H21 1.036, C22 1.660
20 H -4.06 -3.46 0.12  C19 0.870
21 H -3.99 -1.92 0.50  C19 1.036
22 C -2.11 -2.56 0.60  C19 1.660, N23 1.311, H42 1.029, H43 0.980
23 N -1.34 -1.51 0.40  C22 1.311, S24 1.759, H41 1.230
24 S -1.61 -0.06 1.35  N23 1.759, O25 1.628, O26 1.361, C27 1.794
25 O -2.32 -0.91 2.54  S24 1.628
26 O -2.16 0.83 0.48  S24 1.361
27 C 0.13 0.25 1.67  S24 1.794, C28 1.340, C32 1.360
28 C 1.05 -0.71 1.81  C27 1.340, C29 1.519, H40 0.896
29 C 2.40 -0.13 2.19  C28 1.519, C30 1.290, H39 1.126
30 C 2.50 1.00 2.80  C29 1.290, C31 1.330, C35 1.576
31 C 1.41 1.71 3.09  C30 1.330, C32 1.328, H34 1.101
32 C 0.29 1.33 2.48  C27 1.360, C31 1.328, H33 1.250
33 H -0.71 2.07 2.62  C32 1.250
34 H 1.64 2.74 3.41  C31 1.101
35 C 3.92 1.35 3.39  C30 1.576, H36 1.039, H37 1.192, H38 0.839
36 H 3.89 2.37 3.56  C35 1.039
37 H 3.96 0.84 4.47  C35 1.192
38 H 4.56 1.07 2.93  C35 0.839
39 H 3.21 -0.91 2.11  C29 1.126
40 H 1.00 -1.47 1.33  C28 0.896
41 H -1.25 -1.15 -0.77  N23 1.230
42 H -1.59 -3.30 0.11  C22 1.029
43 H -2.06 -2.83 1.54  C22 0.980
44 H -2.54 -2.47 -2.15  C18 1.190
45 H -4.27 -2.81 -1.98  C18 1.066
46 H -3.42 0.75 -3.41  C13 1.167
47 H -1.73 1.30 -1.82  N10 1.032
48 H 1.06 -0.90 -2.82  C4 1.128
49 H 3.38 -0.61 -1.74  C3 1.189
50 H 4.35 2.37 0.63  C1 1.216
51 H 4.85 1.94 -1.10  C1 1.044
52 H 4.76 0.60 0.03  C1 1.233